{
  "formula": "C30H44N2O3P2W",
  "method": "ωB97M-V/def2-TZVPD",
  "species": ["H", "O", "H", "H", "H", "H", "H", "H", "H", "C", "H", "C", "H", "H", "C", "H", "H", "H", "H", "H", "H", "C", "C", "H", "C", "H", "H", "C", "H", "H", "H", "C", "C", "C", "H", "C", "C", "H", "C", "O", "O", "C", "H", "C", "H", "C", "H", "C", "C", "H", "C", "H", "H", "H", "C", "H", "H", "P", "C", "H", "C", "C", "H", "W", "H", "H", "C", "N", "H", "H", "H", "C", "C", "H", "H", "C", "C", "P", "H", "N", "C", "C"],
  "xyz": [[-0.58740, -0.29775, -5.53145], [-0.53560, -2.05555, -0.37595], [-0.50630, 3.69175, -7.23455], [3.92980, -0.78525, -0.28655], [2.34090, 0.64855, -3.73395], [0.51540, -4.85035, -0.70785], [-4.82650, -0.28505, 0.38675], [0.86660, -3.07165, 0.71515], [-3.21870, 1.96935, -1.80685], [-0.57460, 0.79045, -5.41415], [-3.90880, 1.17005, 4.86295], [-3.13200, 1.23275, 4.11155], [-0.87150, -5.21425, 0.36675], [-3.35110, -1.15045, 0.95855], [-1.02360, 0.39595, 3.18685], [-2.04350, -0.40015, 4.92785], [2.23410, 1.68315, -2.28245], [-3.99740, 2.93395, 3.13895], [-3.34200, 0.63355, 0.83835], [3.77840, -2.08165, -2.57635], [-3.58940, 0.99695, -3.25825], [4.27750, -0.61245, 2.94525], [-0.54600, 1.63825, -6.52605], [1.92200, 2.82465, 2.80575], [2.25960, 0.74245, 3.28615], [-2.27090, 3.07035, 1.41775], [4.28360, 2.54985, 2.32775], [4.57040, 1.85545, 3.14435], [3.74580, 0.74665, -2.60515], [-0.52850, 4.66355, -4.92695], [-3.83670, -2.72135, -1.54125], [2.64410, 0.73965, -2.67815], [-0.18550, 1.58665, 0.99935], [3.67460, 0.64125, 3.11775], [2.44620, -1.37425, 0.54995], [1.69720, 2.10525, 3.61535], [-0.43570, -4.45615, -0.30845], [3.99110, -2.73345, 2.84335], [-0.21300, -3.14105, 0.45025], [0.36080, 2.77985, 0.95835], [-0.14980, 0.93525, -0.16565], [-0.54180, 3.57645, -5.06405], [-1.98540, -3.61625, 1.63815], [-0.52910, 3.03305, -6.36025], [-1.13270, -4.29765, -1.14895], [-0.58750, 1.33055, -4.10105], [2.36860, -3.04985, -2.01225], [-3.18000, 2.22485, 3.14505], [-3.75960, 1.08135, -2.17245], [5.63830, 1.58515, 2.99835], [-1.12140, 1.36835, 2.13015], [-0.24240, -1.40195, 3.89775], [2.29040, -2.20365, -3.58475], [-5.17100, -1.58155, -1.94725], [-4.08880, -1.77825, -2.05495], [0.62440, 2.11905, 3.83865], [-3.84300, -1.89155, -3.12455], [-3.05160, -0.40675, -1.34615], [1.46770, -0.45215, 3.23055], [5.35020, -0.70265, 2.82455], [-0.57110, 2.74265, -3.94355], [2.85080, -0.60755, -0.13165], [2.70270, 0.38175, 0.33165], [-0.57100, -0.53385, -1.55765], [-0.58000, 3.15055, -2.92815], [1.58130, -2.61265, 3.10385], [-1.03450, -3.06455, 1.74235], [-0.61250, 0.52235, -2.99915], [-0.53630, 1.20745, -7.53355], [4.48690, 2.37265, 4.12195], [-4.83980, 1.18605, -1.96935], [-3.72210, -0.29175, 0.37435], [2.67470, -2.13765, -2.55265], [-1.26170, -2.01165, 1.98595], [2.17900, 2.47515, 4.54395], [3.51480, -1.76715, 2.95565], [-2.18650, 2.29635, 2.17255], [1.91030, -0.65685, -1.72485], [-0.46630, -3.49245, 2.58425], [0.04480, -0.53935, 3.40765], [-2.06940, 0.33615, 4.13305], [2.13740, -1.68665, 3.10205]],
  "atomic_forces_ev_per_a": [[0.00, 0.38, 0.01], [-0.45, -1.87, 0.56], [-0.01, -0.27, 0.36], [-0.47, 0.09, -0.03], [0.08, 0.08, 0.37], [-0.45, 0.12, 0.06], [0.45, 0.00, -0.08], [-0.38, 0.00, -0.02], [-0.21, -0.29, -0.17], [0.01, 0.27, -0.39], [0.04, -0.05, 0.01], [0.33, -0.26, -0.20], [0.26, 0.19, -0.35], [-0.14, 0.32, -0.19], [0.40, -0.01, -0.08], [0.22, -0.03, -0.04], [0.15, -0.33, -0.14], [0.05, 0.04, -0.04], [-0.21, -0.46, -0.17], [-0.52, 0.08, 0.06], [-0.01, 0.08, 0.40], [-0.34, 0.25, 0.06], [-0.01, 0.01, 0.42], [-0.32, -0.31, 0.45], [-0.03, -0.62, 0.02], [0.30, -0.14, -0.04], [0.16, -0.15, 0.57], [0.05, 0.31, -0.01], [-0.45, -0.05, 0.00], [0.00, -0.43, -0.05], [-0.10, 0.35, -0.18], [-0.13, -0.05, 0.01], [2.00, 5.63, -3.41], [-0.33, -0.77, -0.09], [0.21, 0.37, -0.28], [0.23, 0.35, 0.40], [0.08, -0.41, 0.05], [-0.05, -0.01, 0.02], [0.34, 0.32, -0.21], [-1.60, -4.75, 0.83], [-0.48, -0.88, 1.57], [-0.01, -0.41, 0.15], [0.31, 0.20, 0.05], [0.00, -0.01, -0.05], [0.23, -0.03, 0.38], [-0.01, -0.61, 0.74], [0.13, 0.33, -0.19], [0.21, 0.01, -0.23], [0.06, -0.08, 0.04], [-0.74, 0.04, 0.09], [-0.38, -1.18, 1.28], [0.25, 1.06, -0.53], [0.18, 0.00, 0.37], [0.52, 0.01, 0.00], [0.33, 0.00, -0.04], [0.35, -0.07, -0.34], [-0.13, 0.03, 0.39], [-1.48, 0.18, 0.13], [0.40, 0.37, 0.06], [0.01, 0.20, 0.00], [0.00, 0.30, -0.34], [-0.34, 0.01, -0.20], [0.03, -0.37, -0.12], [0.77, 1.42, 3.20], [0.03, -0.11, -0.36], [-0.27, -0.01, -0.01], [-0.30, 0.14, 0.10], [-0.26, 1.43, -3.28], [0.00, 0.17, 0.39], [0.02, -0.06, -0.60], [0.43, -0.07, -0.06], [0.14, -0.01, -0.12], [-0.31, 0.04, 0.01], [0.15, -0.55, -0.20], [-0.05, -0.15, -0.45], [-0.35, 0.21, 0.20], [0.01, -0.50, 0.38], [1.78, 0.00, -0.18], [-0.28, -0.02, -0.24], [-0.06, 0.35, -0.07], [-0.09, 0.38, -0.34], [0.06, 0.29, -0.08]],
  "spin_multiplicity": 3,
  "charge": 0,
  "homo_lumo_gap_ev": [4.785, 6.890]
}


{
  "formula": "C8H19BO3",
  "method": "ωB97M-V/def2-TZVPD",
  "species": ["H", "H", "H", "C", "C", "B", "O", "C", "H", "H", "H", "H", "H", "C", "H", "H", "O", "H", "H", "H", "H", "O", "H", "C", "C", "H", "C", "H", "H", "H", "C"],
  "xyz": [[-3.53935, -0.97124, 1.08820], [2.28921, 0.28546, -3.01192], [1.16079, 2.09666, 0.32387], [0.50560, -0.75132, 0.77207], [-0.61487, -1.74003, 0.87962], [-2.08689, 1.19421, -0.13317], [-2.37769, 0.31545, -1.18391], [2.91740, 0.12307, -2.14400], [-3.37702, -0.33479, 2.63878], [1.87447, -1.75541, -0.75940], [2.30387, 2.50295, -1.02504], [3.82023, 0.72385, -2.27827], [0.03643, 0.23123, 0.75388], [-1.58095, -1.46643, 2.01995], [-1.19314, -1.66104, -0.01406], [0.53472, -0.83876, -1.35132], [-1.50803, 2.45788, -0.26780], [-2.29435, 0.91832, -1.93846], [-1.57426, 2.95278, 0.56467], [0.66016, 1.64942, -1.38682], [1.18030, -0.85391, 1.64697], [-2.30382, 0.70605, 1.20846], [-0.29151, -2.79436, 0.91958], [1.47830, 1.78576, -0.71584], [-2.73917, -0.54356, 1.74186], [2.98776, 0.48445, -0.01814], [1.26444, -0.85278, -0.54134], [-1.99424, -2.34845, 2.46101], [-0.94528, -0.99499, 2.79655], [3.24122, -0.87693, -2.26089], [2.16567, 0.35644, -0.78506]],
  "atomic_forces_ev_per_a": [[0.96, -0.10, -0.16], [-0.41, 0.33, -0.15], [0.18, -0.59, -1.25], [0.64, -0.43, 0.02], [-0.85, -1.08, -0.04], [-0.26, -1.94, 2.63], [0.48, 2.15, 0.46], [-0.46, 1.24, 0.52], [1.06, 0.08, -0.24], [-0.45, 0.22, 0.77], [-1.42, -0.58, -0.03], [-0.20, 0.28, 0.20], [0.29, 0.12, 0.46], [0.84, 1.02, 1.03], [-0.40, -0.11, -1.01], [-0.31, -0.02, -0.17], [-1.13, -0.93, 0.05], [-0.08, -0.62, -0.52], [0.13, -0.31, -0.29], [-0.75, 1.02, -0.53], [-0.25, 0.34, -0.39], [0.42, 1.57, -1.46], [0.23, 0.42, 0.07], [2.08, -1.00, 0.67], [-1.70, 0.39, -0.79], [-0.74, -0.88, -0.44], [0.52, 0.55, -0.29], [-0.18, -0.80, 0.20], [-0.53, -0.14, 0.08], [0.34, -1.29, 0.27], [1.96, 1.10, 0.33]],
  "charge": 0,
  "homo_lumo_gap_ev": 10.847
}


{
  "formula": "C7H12N2S",
  "method": "ωB97M-V/def2-TZVPD",
  "species": ["H", "C", "H", "H", "H", "C", "H", "H", "C", "C", "C", "S", "H", "H", "C", "N", "H", "H", "H", "C", "H", "N"],
  "xyz": [[-0.26369, -2.71005, -1.33048], [-0.96751, -1.04638, -0.19302], [0.76126, 2.71791, 1.51808], [1.92157, -0.93941, -0.54350], [2.92610, 1.11298, 0.73774], [-0.35649, 1.12327, 0.82764], [0.00489, -2.92246, 0.31146], [-1.56346, -3.17095, -0.42521], [0.92794, 1.60942, 1.43974], [-0.67115, -2.48359, -0.45323], [1.25620, 0.00540, -0.47733], [-2.56132, -1.06018, 0.68559], [-0.63002, 1.93443, -0.06302], [1.96065, 2.02361, -0.40789], [-1.50291, -0.17083, -1.89514], [0.03285, -0.17604, 0.26158], [-1.19111, 0.95698, 1.42420], [-2.68527, 0.22336, 0.39209], [1.19866, 0.23851, -1.50104], [1.93823, 1.23873, 0.27185], [1.16118, 1.02830, 2.25598], [-1.69660, 0.46702, -2.83609]],
  "atomic_forces_ev_per_a": [[2.01, -0.31, -3.99], [0.14, -0.57, 0.65], [0.92, -1.06, 0.75], [-1.06, 1.21, 0.80], [-0.23, -0.38, -0.61], [0.90, 1.09, -3.77], [-0.23, 0.35, -0.22], [0.40, 1.14, 0.13], [-0.66, 1.72, -3.55], [-1.02, -1.10, 3.72], [3.05, -1.14, 1.74], [0.00, -0.66, 0.30], [0.24, -2.03, 2.03], [0.29, 1.51, -1.20], [-0.66, -0.24, 0.18], [-0.86, -0.13, -0.20], [-1.36, 0.18, 1.41], [-0.56, 1.41, -0.48], [-1.03, 0.65, -1.42], [-0.88, -1.42, 1.91], [0.53, -0.62, 2.32], [0.06, 0.39, -0.48]],
  "spin_multiplicity": 3,
  "charge": 0,
  "de_lowest_kcal_mol": 6.84,
  "homo_lumo_gap_ev": [5.663, 5.431]
}